--- 1 ---
8
Properties=species:S:1:pos:R:3 method="wB97M-V/def2-TZVPD" multiplicity=1 charge=-1
C 1.69562 0.04104 -0.19437
N -1.38429 -0.35660 0.68316
O -0.10376 -0.91364 0.34397
O 2.41707 -0.90064 -0.01201
O 1.40756 1.15989 -0.40727
O -1.90615 0.15374 -0.59311
H -1.07442 0.45508 1.20938
H -1.05163 0.36114 -1.02975



--- 2 ---
8
Properties=species:S:1:pos:R:3 method="wB97M-V/def2-TZVPD" multiplicity=1 charge=-1
C 1.05711 -1.86225 0.00985
N -0.20046 -0.26650 1.14696
O 0.17478 -2.45286 -0.51201
O 2.14689 -1.59167 0.26456
O -0.47003 0.91460 -1.12758
O -1.06970 0.19937 0.27970
H 0.10814 0.66602 1.54292
H -1.15434 0.43281 -1.54088



Stability summary - winner: 1; margin: 0.0606 hartree.



--- 1 ---
29
Properties=species:S:1:pos:R:3 method="wB97M-V/def2-TZVPD" multiplicity=1 charge=+1
C -4.61501 -0.22350 -0.12576
C -4.09474 -1.51663 -0.09528
C -3.77228 0.85947 -0.06552
C -2.73488 -1.72943 0.00220
C -2.37794 0.66455 0.02278
C -1.85486 -0.65157 0.06077
C -1.53130 1.76557 0.06575
C 0.33702 0.20761 0.15451
C 3.78583 0.68097 -0.48315
C 3.85178 -0.72840 0.10330
C 2.51382 1.23042 0.15181
C 2.38765 -1.16900 0.13840
N -1.36831 2.94063 0.06428
N 1.62090 0.08053 0.17439
N -0.49242 -0.84569 0.13946
H -5.68020 -0.07397 -0.19832
H -4.75859 -2.36457 -0.15144
H -4.15615 1.86723 -0.08904
H -2.34623 -2.73633 0.02804
H 4.65964 1.27872 -0.24013
H 3.67920 0.64041 -1.56765
H 4.46080 -1.40192 -0.49504
H 4.26415 -0.69594 1.11158
H 2.70957 1.55960 1.17789
H 2.06289 2.05170 -0.40380
H 2.12220 -1.72467 -0.76593
H 2.16085 -1.78485 1.01226
H -0.65179 3.63446 0.11022
H -0.18164 -1.81541 0.16342



--- 2 ---
29
Properties=species:S:1:pos:R:3 method="wB97M-V/def2-TZVPD" multiplicity=1 charge=+1
C 0.90737 -1.98684 0.20334
C 2.23948 -2.37314 0.00108
C 2.58900 -0.30525 -0.87326
C 1.42798 0.18807 -0.35493
C 0.31496 -0.73081 -0.14827
C 1.10466 2.61241 0.26879
C -1.13714 2.32514 -0.59020
C 1.76465 1.45182 0.31835
C -1.91454 1.43246 0.42197
C -2.09265 0.06078 -0.02415
C -1.28771 1.42136 1.83507
C -1.48627 -2.03414 -0.88721
N 0.00634 2.81123 -0.55937
N 3.03156 -1.56542 -0.76520
N -1.09454 -0.78902 -0.22858
H 0.26182 -2.70351 0.75443
H 2.53268 -3.29081 0.25166
H 3.22955 0.51440 -1.15925
H 1.47660 3.55918 0.75659
H -1.73578 2.47830 -1.48838
H -2.86074 2.00525 0.44348
H -3.15230 -0.10582 -0.43509
H -1.92971 0.72544 2.36564
H -1.26900 2.40748 2.15490
H -0.31441 0.98306 1.94344
H -1.72522 -2.66568 -0.06519
H -2.30283 -1.91941 -1.56801
H -0.57985 -2.60009 -1.38789
H 3.99607 -1.90644 -1.18376



Stability summary - winner: 1; margin: 0.2165 hartree.



--- 1 ---
25
Properties=species:S:1:pos:R:3 method="wB97M-V/def2-TZVPD" multiplicity=1 charge=+1
C 1.99855 0.05038 0.34679
C 1.06969 0.07517 -0.63960
C 0.35254 0.07710 2.24882
C -0.14699 0.00635 3.65204
C -1.49985 -0.17774 3.46270
C 1.31692 0.02886 -2.17311
C -1.28513 1.21056 -0.68606
C -1.04388 -1.31778 -0.62125
C -0.49769 0.02636 -0.09001
N -0.69737 -0.00449 1.48017
N 1.60523 0.07572 1.69537
O -1.82281 -0.23943 2.15888
H 2.96393 -0.30254 0.13135
H 0.47338 0.20389 4.49284
H -2.35579 -0.38054 4.06915
H 2.39529 -0.42017 -2.41486
H 0.52793 -0.37665 -2.77495
H 1.39807 1.12407 -2.50006
H -1.72477 0.90867 -1.65904
H -2.26591 1.45311 -0.21744
H -0.68662 2.21190 -0.85887
H -0.57451 -2.09221 0.00267
H -2.12248 -1.45125 -0.57902
H -0.66163 -1.44290 -1.61809
H 2.35692 0.06759 2.34713



--- 2 ---
25
Properties=species:S:1:pos:R:3 method="wB97M-V/def2-TZVPD" multiplicity=1 charge=+1
C 0.53145 -3.62168 -0.99608
C -0.21689 -2.80517 -0.14636
C 1.54660 -2.88126 -1.49612
C 0.46991 -1.60954 -0.12692
C 1.39722 1.14911 -0.17867
C 0.45545 1.23187 -1.08274
C 0.09614 -0.46140 0.68674
C 1.04211 1.24319 2.15229
C -1.91635 1.50077 -0.74106
N 1.01803 0.44741 0.91708
N -0.76331 0.51421 -0.84640
O 1.53433 -1.65128 -0.89726
H 0.12591 -4.64613 -1.31865
H -1.02188 -3.01880 0.61142
H 2.52646 -2.96593 -2.00801
H 2.24251 1.71547 -0.15774
H 0.61601 1.69316 -1.99790
H -0.55811 -0.57178 1.48350
H 2.04125 1.07758 2.64568
H 0.92127 2.19856 1.81689
H 0.25392 0.81117 2.80097
H -2.33745 1.75188 -1.65045
H -2.68154 1.20814 0.07904
H -1.58923 2.48075 -0.31772
H -1.03737 -0.12540 -1.53899



Stability summary - winner: 1; margin: 0.0158 hartree.



--- 1 ---
7
Properties=species:S:1:pos:R:3 method="wB97M-V/def2-TZVPD" multiplicity=1 charge=0
N -1.39504 0.34181 0.08192
N 1.27632 0.05572 -0.00654
O 1.01011 1.20336 -0.01518
O 2.34533 -0.47857 -0.01797
O 0.30154 -0.86643 0.01023
H -1.71561 0.01613 -0.83309
H -1.82265 -0.27202 0.78063



--- 2 ---
7
Properties=species:S:1:pos:R:3 method="wB97M-V/def2-TZVPD" multiplicity=1 charge=0
N 2.90146 0.88430 -0.42551
N 2.10840 0.49530 0.18702
O -1.73125 0.09788 0.11104
O 1.16840 -0.09716 0.39417
O -0.81077 1.05082 -0.25138
H -0.05340 0.72860 -1.18244
H -1.21479 -0.70082 0.41432



Stability summary - winner: 2; margin: 0.0185 hartree.



--- 1 ---
23
Properties=species:S:1:pos:R:3 method="wB97M-V/def2-TZVPD" multiplicity=1 charge=-1
C 2.81028 -1.25004 0.65933
O 4.05814 -1.07504 0.39129
C 1.76448 0.18331 0.15619
C 0.43110 -0.33822 -0.26920
C -0.32930 -0.71625 1.03250
C -0.29437 0.79514 -1.04850
C -1.68827 0.32771 -1.61754
H 2.24196 -2.07704 0.11537
H 2.63695 -1.22307 1.78557
H 1.88215 0.96268 0.89552
H 2.42606 0.53439 -0.65575
H 0.57223 -1.22715 -0.95674
H -1.06552 -1.51033 0.87340
H 0.50166 -1.00380 1.69782
H -0.84306 0.15188 1.51093
H 0.41452 1.11867 -1.85974
H -0.37232 1.66587 -0.36952
H -2.07279 -0.61548 -1.37097
H -1.60609 0.23247 -2.72260
H -2.34939 1.26135 -1.36413
H -3.34953 0.56530 0.79069
H -2.45369 1.81983 1.09786
O -3.31521 1.41785 1.22824



--- 2 ---
23
Properties=species:S:1:pos:R:3 method="wB97M-V/def2-TZVPD" multiplicity=1 charge=-1
C 2.40333 -0.23196 -1.12886
O 2.70331 0.57855 -2.14788
C 0.90757 0.11832 -0.58966
C 0.35069 -1.06282 0.19909
C 0.19151 -0.66991 1.66699
C -0.97576 -1.60243 -0.47774
C -0.81311 -2.08185 -1.88715
H 2.41289 -1.31142 -1.29588
H 3.08138 0.08078 -0.22546
H 0.90629 1.01029 0.04160
H 0.52124 0.33385 -1.57391
H 0.96840 -1.97606 0.19509
H -0.33174 -1.33134 2.39660
H 1.21074 -0.43366 1.98195
H -0.35579 0.26597 1.76802
H -1.68451 -0.77462 -0.43269
H -1.43535 -2.33239 0.18121
H -0.38364 -1.33218 -2.55652
H -1.79457 -2.33739 -2.30684
H -0.18611 -2.97001 -2.08116
H -2.65721 5.71292 3.43794
H -2.43083 5.90759 2.03159
O -2.60873 6.43977 2.80369



Stability summary - winner: 2; margin: 0.0203 hartree.



--- 1 ---
24
Properties=species:S:1:pos:R:3 method="wB97M-V/def2-TZVPD" multiplicity=1 charge=+1
C -2.61294 -0.01442 -0.08652
C -1.81529 1.06083 -0.12920
C -0.85896 -1.89109 0.03978
C 1.40946 -0.89730 -0.71246
C 0.18294 -1.25536 -0.39676
C -2.27739 -1.43100 0.20633
C 3.49651 -0.44376 0.22570
C -0.42017 1.17035 0.21205
C 0.40093 2.06354 -0.64020
N 2.23939 -0.33293 0.24761
N 0.08097 0.73945 1.33791
H -3.64582 0.13341 -0.37482
H -2.23237 1.97420 -0.53640
H -0.72852 -2.94200 0.28301
H 1.76667 -0.95038 -1.73576
H -2.59753 -1.66371 1.23099
H -2.90597 -2.06192 -0.43371
H 4.04925 -1.03525 -0.50077
H 4.06563 0.06068 0.99285
H 1.46469 1.92545 -0.47165
H 0.15436 3.09785 -0.38975
H 0.16485 1.92764 -1.69322
H -0.48720 0.17906 1.95998
H 1.10655 0.58667 1.36504



--- 2 ---
24
Properties=species:S:1:pos:R:3 method="wB97M-V/def2-TZVPD" multiplicity=1 charge=+1
C -0.72168 1.25920 0.06084
C 1.90177 -1.05714 -1.01672
C -1.95568 0.53634 0.10561
C 2.20802 -1.69012 0.07828
C 0.88535 -0.11941 1.41249
C 0.99831 0.07378 -1.16580
C 0.62364 0.81490 0.26707
C 1.60822 2.03747 0.47799
C -3.22282 -1.36853 0.39705
N -1.99197 -0.73746 0.20752
N 1.70017 -1.11784 1.31172
H -0.66964 2.29024 -0.04309
H 2.17810 -1.48323 -1.93102
H -2.91275 1.17793 -0.19166
H 2.84388 -2.50512 0.10544
H 1.37622 0.97780 -1.62287
H 0.05803 -0.22973 -1.80384
H 2.52049 1.69981 0.91624
H 1.11912 2.73155 1.15446
H 1.96344 2.57987 -0.38059
H -4.09444 -0.66667 0.25354
H -3.41908 -2.33775 -0.02536
H -3.33578 -1.43261 1.58342
H 2.01309 -1.66452 2.09212



--- 3 ---
24
Properties=species:S:1:pos:R:3 method="wB97M-V/def2-TZVPD" multiplicity=1 charge=+1
C 2.89455 0.24709 -0.05683
C 2.11153 1.41325 0.05751
C 2.30088 -0.95465 -0.02412
C 0.78783 1.39710 -0.02242
C 0.06877 -0.09960 0.03427
C -0.33619 2.34111 0.05239
C -1.64218 1.54356 0.03033
C 0.32072 -2.49836 0.13821
C -2.37833 -0.87573 -0.15635
N 0.93997 -1.11457 0.03658
N -1.25435 0.10771 0.09317
H 3.91790 0.19728 -0.10388
H 2.44856 2.46456 0.05435
H 2.78377 -1.84863 -0.09797
H -0.38644 2.82165 0.94651
H -0.53718 3.16026 -0.76001
H -2.44351 1.56746 0.89159
H -2.12766 1.63062 -0.84066
H -0.47736 -2.30575 0.96204
H -0.02567 -2.86961 -0.88948
H 1.15657 -3.07697 0.34334
H -3.29189 -0.30853 -0.19818
H -2.43515 -1.41322 -1.08649
H -2.39514 -1.52603 0.59609



Stability summary - winner: 3; margin: 0.0202 hartree.